(1)
Entry from OMol25: a molecular structure, C2H10LiO9S in a non-equilibrium geometry (wB97M-V/def2-TZVPD).

The geometry in XYZ format:
```
23
Properties=species:S:1:pos:R:3:forces:R:3
Li -0.473 -6.259 2.239 0.172 -0.554 2.125
S -0.317 -4.558 4.885 0.697 1.147 1.136
O -0.332 -4.756 3.438 -1.129 -0.581 -4.165
O -1.428 -5.190 5.565 -2.406 -0.321 0.319
O 0.880 -5.195 5.334 3.034 -0.665 1.425
O -0.294 -3.089 5.090 -0.303 0.741 0.381
O 0.284 -8.254 6.523 -1.417 -1.860 -1.083
C -0.341 -9.273 5.744 1.998 2.451 -0.135
C -0.956 -8.778 4.363 0.176 3.202 -2.531
O -0.246 -8.033 3.359 -0.284 -1.883 1.424
H -1.102 -9.843 6.277 -0.201 -0.123 0.158
H 0.500 -9.867 5.385 0.168 -0.616 0.106
H -1.777 -8.096 4.584 -0.497 -0.110 0.893
H -1.398 -9.641 3.866 -0.075 -1.001 0.305
O -2.468 -6.341 1.780 -0.077 -0.039 -0.582
H -2.737 -5.691 1.131 -0.015 0.403 0.083
H -3.249 -6.877 1.921 0.093 -0.312 0.373
O -0.548 -4.560 0.447 -0.289 0.027 -0.423
H -0.396 -3.615 0.479 0.104 0.312 0.661
H -1.043 -4.696 -0.360 -0.100 -0.154 -0.300
O 1.250 -6.497 0.742 0.301 -0.588 -0.019
H 1.733 -6.631 -0.074 0.085 -0.159 -0.045
H 0.772 -5.680 0.606 -0.038 0.685 -0.105
```
Positions in Å, forces in eV/Å.

Results
E = -1164.9772 Eh
HOMO (alpha / beta) = 0.0314 / 0.0317 hartree
LUMO (alpha / beta) = 3.76 / 3.76 eV
net charge = -2
2S+1 = 2
Kohn-Sham gap (alpha / beta) = 0.1067 / 0.1064 Ha
<S²> = 0.757

Results of the Mulliken charge analysis, in e, for atoms 1 through 4: 0.91 1.02 -0.65 -0.75

***

(2)
Entry from OMol25: 2 unconnected molecules or ions with the total composition C2H10N in a non-equilibrium geometry (wB97M-V/def2-TZVPD).

The geometry in XYZ format:
```
13
Properties=species:S:1:pos:R:3:forces:R:3
N 2.122 -1.127 0.235 0.038 1.339 -1.091
H 2.985 -0.576 0.188 0.373 -0.527 0.139
H 2.031 -1.618 1.123 -0.188 -0.051 -0.077
H 1.408 -0.399 0.060 -0.374 -0.322 0.742
H 2.029 -1.708 -0.602 0.358 -0.514 0.332
C -0.973 0.372 -0.738 0.709 0.132 0.243
C -1.621 1.087 0.450 -1.384 -0.532 -0.065
H -0.426 0.883 -1.548 -0.823 0.676 0.382
H -1.748 -0.254 -1.159 0.352 -0.410 -0.415
H -0.154 -0.218 -0.330 -0.338 -0.903 0.107
H -1.034 1.205 1.356 0.498 0.792 -0.356
H -2.217 1.946 0.127 0.596 0.267 0.354
H -2.401 0.407 0.837 0.184 0.052 -0.294
```
Positions in Å, forces in eV/Å.

Results
E = -136.6606 Eh
energy above the lowest of the compared OMol25 structures with the same formula, charge and spin = 66.7 kJ/mol
HOMO = -0.5549 hartree
LUMO = -4.44 eV
net charge = +1
Kohn-Sham gap = 0.3918 Ha

Results of the Mulliken charge analysis, in e, for atoms 1 through 4: -0.45 0.41 0.37 0.27

***

(3)
Entry from OMol25: 2 unconnected molecules or ions with the total composition C2H10N2 (wB97M-V/def2-TZVPD).

The geometry in XYZ format:
```
14
Properties=species:S:1:pos:R:3:forces:R:3
N 1.020 0.869 3.307 -0.044 0.804 0.025
H 0.481 0.553 4.104 0.090 -0.343 -0.080
H 0.358 1.077 2.549 0.363 -0.339 0.088
H 1.715 0.187 3.011 -0.422 -0.113 -0.035
C 0.665 -0.024 -1.788 -0.109 0.972 0.050
C -0.821 0.045 -1.394 0.224 -0.034 0.305
N -1.170 -1.186 -0.685 -0.077 -0.328 -0.646
H 0.977 -1.056 -1.695 0.261 -0.116 -0.354
H 0.839 0.414 -2.777 -0.085 -0.457 -0.246
H 1.312 0.602 -1.164 -0.213 -0.265 0.391
H -1.016 0.938 -0.790 0.102 0.070 0.073
H -1.448 0.154 -2.278 -0.034 -0.257 -0.100
H -0.744 -1.212 0.233 -0.155 0.109 0.264
H -2.167 -1.361 -0.632 0.100 0.296 0.266
```
Positions in Å, forces in eV/Å.

Results
E = -191.6433 Eh
energy above the lowest of the compared OMol25 structures with the same formula, charge and spin = 0.0 kJ/mol
HOMO (alpha / beta) = 0.0470 / -0.1974 hartree
LUMO (alpha / beta) = 4.53 / 4.32 eV
net charge = -1
2S+1 = 2
Kohn-Sham gap (alpha / beta) = 0.1196 / 0.3562 Ha
<S²> = 0.750

Results of the Mulliken charge analysis, in e, for atoms 1 through 4: -2.34 0.67 0.57 0.61

***

(4)
Entry from OMol25: 2 unconnected molecules or ions with the total composition C2H10N2 in a non-equilibrium geometry (wB97M-V/def2-TZVPD).

The geometry in XYZ format:
```
14
Properties=species:S:1:pos:R:3:forces:R:3
C -0.689 2.865 -1.090 -0.201 -1.794 2.766
N -0.543 1.497 -1.779 -1.585 2.829 1.176
H -1.525 2.727 -0.254 1.588 0.436 -1.938
H -0.957 3.682 -1.739 -0.343 -0.183 -0.554
H 0.216 3.258 -0.491 -0.932 -0.885 -0.949
H 0.128 1.551 -2.493 1.093 -0.173 -0.800
H -0.357 0.772 -1.119 0.410 -0.279 0.334
C 0.438 -2.930 1.106 1.072 0.879 0.745
N 0.685 -1.417 1.098 -0.875 -1.732 -0.931
H 1.454 -3.477 1.225 -1.916 0.601 -0.791
H -0.140 -3.049 0.131 0.822 -0.868 1.591
H -0.141 -3.126 2.088 0.563 -0.373 -1.936
H -0.051 -1.207 1.715 -1.141 1.514 0.639
H 1.484 -1.146 1.603 1.447 0.027 0.646
```
Positions in Å, forces in eV/Å.

Results
E = -191.6396 Eh
energy above the lowest of the compared OMol25 structures with the same formula, charge and spin = 151.8 kJ/mol
HOMO = -0.3303 hartree
LUMO = 1.03 eV
net charge = 0
Kohn-Sham gap = 0.3680 Ha

Results of the Mulliken charge analysis, in e, for atoms 1 through 4: -0.62 -0.53 0.21 0.29

***

(5)
Entry from OMol25: 2 unconnected molecules or ions with the total composition C2H10N2 in a non-equilibrium geometry (wB97M-V/def2-TZVPD).

The geometry in XYZ format:
```
14
Properties=species:S:1:pos:R:3:forces:R:3
C 2.434 -0.229 -0.405 -0.962 0.081 0.470
N 1.491 0.712 0.228 0.893 -1.422 0.380
H 2.396 -0.204 -1.500 0.410 0.107 -0.002
H 3.424 -0.060 0.007 0.275 -0.028 -0.351
H 2.133 -1.241 -0.123 0.126 -0.001 0.070
H 0.545 0.337 0.168 0.145 1.072 -0.428
H 1.689 1.644 -0.079 -0.736 0.305 -0.169
C -2.176 -0.165 0.762 -1.372 -0.130 1.075
N -1.473 -0.018 -0.484 0.528 -0.298 0.297
H -3.169 -0.653 0.732 0.191 0.045 -0.444
H -1.648 -0.741 1.526 0.499 0.049 -0.310
H -2.394 0.796 1.232 0.327 0.152 -0.209
H -1.836 0.706 -1.073 -0.247 0.139 -0.176
H -1.417 -0.885 -0.990 -0.077 -0.072 -0.203
```
Positions in Å, forces in eV/Å.

Results
E = -191.6738 Eh
energy above the lowest of the compared OMol25 structures with the same formula, charge and spin = 61.9 kJ/mol
HOMO = -0.3072 hartree
LUMO = 1.04 eV
net charge = 0
Kohn-Sham gap = 0.3455 Ha

Results of the Mulliken charge analysis, in e, for atoms 1 through 4: -0.71 -0.56 0.23 0.28

***

(6)
Entry from OMol25: 2 unconnected molecules or ions with the total composition C2H10N2 in a non-equilibrium geometry (wB97M-V/def2-TZVPD).

The geometry in XYZ format:
```
14
Properties=species:S:1:pos:R:3:forces:R:3
C -0.613 -0.028 1.383 -0.800 -0.902 -0.156
N 0.384 -0.672 0.488 0.725 0.022 1.377
C -0.133 -1.421 -0.664 0.548 1.667 0.192
H -1.464 0.285 0.665 1.361 0.362 1.456
H -1.124 -0.789 2.072 0.615 0.910 -0.670
H -0.114 0.774 2.068 -1.135 -1.150 -1.587
H 1.030 -1.240 1.061 -0.565 0.425 -0.625
H -0.853 -2.149 -0.362 -0.998 -0.495 -0.060
H 0.694 -1.962 -1.117 0.059 0.167 -0.172
H -0.511 -0.636 -1.378 0.104 -1.140 0.465
N 0.651 1.772 -1.273 0.200 0.099 0.800
H 0.000 2.544 -1.404 -0.079 -0.270 0.237
H 0.492 1.296 -0.354 0.118 0.565 -1.174
H 1.561 2.229 -1.184 -0.153 -0.262 -0.083
```
Positions in Å, forces in eV/Å.

Results
E = -191.6686 Eh
energy above the lowest of the compared OMol25 structures with the same formula, charge and spin = 75.7 kJ/mol
HOMO = -0.3208 hartree
LUMO = 1.10 eV
net charge = 0
Kohn-Sham gap = 0.3613 Ha

Results of the Mulliken charge analysis, in e, for atoms 1 through 4: -0.87 -0.38 -0.83 0.32

***

(7)
Entry from OMol25: 2 unconnected molecules or ions with the total composition C2H10N2 in a non-equilibrium geometry (wB97M-V/def2-TZVPD).

The geometry in XYZ format:
```
14
Properties=species:S:1:pos:R:3:forces:R:3
C 0.661 -1.478 -2.241 -1.396 -2.243 -3.184
C -0.280 -0.401 -2.643 -2.524 0.135 4.356
N -1.748 -0.612 -2.316 -1.140 -0.979 -3.147
H 0.584 -2.271 -3.121 1.050 1.318 1.925
H 1.574 -1.024 -2.020 2.032 0.199 -0.382
H 0.389 -1.980 -1.361 -0.750 -0.658 1.288
H -0.054 0.456 -2.014 0.331 0.499 -0.234
H -0.164 -0.143 -3.629 -0.026 0.668 -2.358
H -2.041 -1.043 -1.409 0.819 0.265 -1.555
H -2.304 -0.988 -3.215 1.605 0.796 3.292
N 0.782 2.371 6.186 1.474 0.881 1.380
H 0.096 2.799 5.627 -0.489 1.182 -0.646
H 1.703 2.885 6.274 -1.824 -1.205 -0.632
H 0.803 1.429 5.883 0.840 -0.858 -0.101
```
Positions in Å, forces in eV/Å.

Results
E = -191.6512 Eh
energy above the lowest of the compared OMol25 structures with the same formula, charge and spin = 121.4 kJ/mol
HOMO = -0.3228 hartree
LUMO = 1.20 eV
net charge = 0
Kohn-Sham gap = 0.3670 Ha

Results of the Mulliken charge analysis, in e, for atoms 1 through 4: -0.93 -0.37 -0.56 0.22

***

(8)
Entry from OMol25: 2 unconnected molecules or ions with the total composition C2H10N2 in a non-equilibrium geometry (wB97M-V/def2-TZVPD).

The geometry in XYZ format:
```
14
Properties=species:S:1:pos:R:3:forces:R:3
C -1.481 -1.639 0.575 2.132 1.859 -2.083
C -0.267 -0.755 1.010 1.438 -1.140 0.585
N 0.781 -0.423 -0.038 0.118 -0.785 -0.160
H -1.357 -2.672 0.367 0.662 -0.986 0.182
H -2.270 -1.484 1.221 -1.775 0.189 1.474
H -1.712 -1.184 -0.387 -0.616 -0.090 -0.150
H -0.734 0.113 1.514 0.753 -0.016 -0.639
H 0.329 -1.306 1.844 -0.971 0.977 -1.273
H 0.955 0.321 -0.742 -1.214 -0.403 1.537
H 1.209 -1.245 -0.463 -0.413 0.056 0.640
N 1.303 2.433 -1.186 -0.337 0.647 0.843
H 0.477 2.052 -0.652 1.182 1.098 -1.164
H 1.206 2.391 -2.206 -0.327 0.211 0.847
H 1.561 3.400 -0.857 -0.633 -1.618 -0.640
```
Positions in Å, forces in eV/Å.

Results
E = -191.6558 Eh
energy above the lowest of the compared OMol25 structures with the same formula, charge and spin = 109.1 kJ/mol
HOMO = -0.3133 hartree
LUMO = 1.07 eV
net charge = 0
Kohn-Sham gap = 0.3525 Ha

Results of the Mulliken charge analysis, in e, for atoms 1 through 4: -1.06 -0.21 -0.43 0.32

***

What did the fifth record say?
Entry from OMol25: 2 unconnected molecules or ions with the total composition C2H10N2 in a non-equilibrium geometry (wB97M-V/def2-TZVPD).

The geometry in XYZ format:
```
14
Properties=species:S:1:pos:R:3:forces:R:3
C 2.434 -0.229 -0.405 -0.962 0.081 0.470
N 1.491 0.712 0.228 0.893 -1.422 0.380
H 2.396 -0.204 -1.500 0.410 0.107 -0.002
H 3.424 -0.060 0.007 0.275 -0.028 -0.351
H 2.133 -1.241 -0.123 0.126 -0.001 0.070
H 0.545 0.337 0.168 0.145 1.072 -0.428
H 1.689 1.644 -0.079 -0.736 0.305 -0.169
C -2.176 -0.165 0.762 -1.372 -0.130 1.075
N -1.473 -0.018 -0.484 0.528 -0.298 0.297
H -3.169 -0.653 0.732 0.191 0.045 -0.444
H -1.648 -0.741 1.526 0.499 0.049 -0.310
H -2.394 0.796 1.232 0.327 0.152 -0.209
H -1.836 0.706 -1.073 -0.247 0.139 -0.176
H -1.417 -0.885 -0.990 -0.077 -0.072 -0.203
```
Positions in Å, forces in eV/Å.

Results
E = -191.6738 Eh
energy above the lowest of the compared OMol25 structures with the same formula, charge and spin = 61.9 kJ/mol
HOMO = -0.3072 hartree
LUMO = 1.04 eV
net charge = 0
Kohn-Sham gap = 0.3455 Ha

Results of the Mulliken charge analysis, in e, for atoms 1 through 4: -0.71 -0.56 0.23 0.28

***

Question: What is the net charge in the fourth record?
Answer: 0